Record 1
Formula: C35H48N8O11S2
Source: the Open Molecules 2025 dataset
Level of theory: wB97M-V/def2-TZVPD

Structure (XYZ):
```
104
Properties=species:S:1:pos:R:3
O 5.887 -3.553 1.292
C 6.027 -2.361 1.509
N 5.325 -1.487 0.871
C 7.061 -1.947 2.543
H 4.459 -1.861 0.511
H 5.480 -0.494 0.970
H 7.972 -1.631 2.036
H 7.252 -2.787 3.212
H 6.692 -1.133 3.167
O -2.947 -1.965 6.892
C -3.673 -2.739 6.243
N -4.919 -2.927 6.583
C -3.081 -3.454 4.984
H -5.567 -3.217 5.865
H -5.247 -2.494 7.435
H -3.774 -3.459 4.143
H -2.816 -4.492 5.185
H -2.119 -3.022 4.707
O 0.707 -0.678 -1.107
C -0.304 -0.417 -0.412
N -1.467 -0.290 -1.113
C -0.265 -0.186 1.080
H -1.436 -0.451 -2.109
H -2.345 -0.131 -0.639
H -0.598 0.802 1.396
H 0.739 -0.447 1.415
H -0.894 -0.927 1.574
N -0.812 5.675 -2.160
C -0.442 4.752 -3.050
C 0.397 5.015 -4.098
C 1.149 6.204 -4.099
C 0.723 7.168 -3.174
C -0.199 6.858 -2.199
H -1.028 3.849 -2.959
H 0.744 4.260 -4.788
H 1.798 6.280 -4.959
H 1.065 8.186 -3.285
H -0.438 7.590 -1.441
N 5.193 2.999 0.811
C 5.395 4.074 1.617
C 5.509 5.358 1.074
C 5.145 5.599 -0.281
C 4.825 4.465 -1.089
C 4.666 3.222 -0.461
H 5.740 3.759 2.591
H 5.685 6.199 1.728
H 5.122 6.570 -0.751
H 4.432 4.530 -2.093
H 4.472 2.289 -0.970
N -5.395 0.696 1.410
C -6.336 -0.281 1.504
C -7.528 -0.147 2.186
C -7.869 1.201 2.614
C -6.939 2.246 2.502
C -5.724 1.960 1.881
H -6.157 -1.232 1.025
H -8.095 -1.038 2.409
H -8.818 1.297 3.121
H -7.270 3.171 2.950
H -4.969 2.710 1.696
N 2.725 -1.190 -8.593
C 2.653 -1.368 -7.236
C 1.904 -2.411 -6.689
C 1.113 -3.204 -7.470
C 1.250 -3.168 -8.844
C 2.079 -2.178 -9.362
H 3.251 -0.765 -6.570
H 1.830 -2.498 -5.615
H 0.372 -3.843 -7.012
H 0.602 -3.771 -9.463
H 2.231 -2.098 -10.428
N 2.104 -7.812 2.137
C 1.117 -8.679 1.705
C -0.161 -8.253 1.108
C -0.329 -6.875 1.044
C 0.623 -5.984 1.521
C 1.808 -6.492 1.996
H 1.357 -9.728 1.620
H -0.939 -8.808 0.606
H -1.268 -6.549 0.621
H 0.603 -4.911 1.642
H 2.596 -5.923 2.466
C 1.618 0.288 6.680
C 2.801 1.179 6.323
O 3.995 0.491 6.817
S 3.657 -1.054 7.180
O 4.507 -1.394 8.281
O 3.597 -1.887 5.985
O 2.137 -0.573 7.632
H 1.313 -0.316 5.825
H 0.737 0.890 6.906
H 2.778 2.143 6.831
H 3.036 1.345 5.272
C -5.492 1.457 -4.999
C -4.521 1.886 -6.082
O -5.088 3.060 -6.600
S -5.778 3.995 -5.406
O -7.031 4.644 -5.894
O -4.757 4.858 -4.825
O -6.051 2.620 -4.456
H -4.947 0.937 -4.211
H -6.345 0.847 -5.293
H -4.351 1.216 -6.924
H -3.525 2.142 -5.720
```

Calculated values
Orbital gap = 8.90 eV
Energy = -93181.395 eV
Molecular weight = 820.95 g mol⁻¹
HOMO level = -9.036 eV

Record 2
Formula: C35H48N8O3OsPS8Te
Source: the Open Molecules 2025 dataset
Level of theory: wB97M-V/def2-TZVPD

Structure (XYZ):
```
105
Properties=species:S:1:pos:R:3
Os 0.684 -0.506 -0.582
S 2.623 6.397 -0.394
C 2.194 4.843 -0.431
S 0.887 4.226 -1.408
C 0.949 2.592 -0.839
C 1.957 2.297 0.076
S 2.059 0.763 0.744
S 3.009 3.598 0.496
S -0.172 1.427 -1.305
Te -1.992 1.309 1.869
C -2.868 1.736 3.742
C -2.690 0.851 4.801
C -3.353 1.063 6.002
C -4.189 2.161 6.150
C -4.356 3.052 5.101
C -3.698 2.842 3.896
C -3.621 0.026 1.417
C -3.596 -1.329 1.726
C -4.696 -2.130 1.441
C -5.823 -1.584 0.844
C -5.862 -0.225 0.560
C -4.768 0.578 0.851
H -2.039 -0.007 4.684
H -3.215 0.372 6.823
H -4.707 2.324 7.087
H -5.000 3.914 5.218
H -3.835 3.536 3.076
H -2.726 -1.763 2.199
H -4.673 -3.183 1.695
H -6.674 -2.211 0.612
H -6.747 0.213 0.116
H -4.808 1.640 0.642
C -3.135 -0.535 -4.590
N -2.527 -0.664 -3.269
C -3.281 0.018 -2.216
P -1.572 -1.925 -2.829
O -0.892 -1.628 -1.520
N -2.363 -3.350 -2.619
C -3.315 -3.786 -3.634
C -2.586 -3.932 -1.300
N -0.616 -2.159 -4.154
C 0.151 -0.996 -4.622
C 0.249 -3.347 -4.113
H -3.132 0.516 -4.885
H -4.171 -0.886 -4.585
H -2.573 -1.103 -5.327
H -3.310 1.090 -2.422
H -2.805 -0.133 -1.250
H -4.308 -0.354 -2.155
H -3.036 -3.397 -4.612
H -4.334 -3.461 -3.399
H -3.308 -4.876 -3.693
H -1.907 -3.488 -0.577
H -2.410 -5.010 -1.345
H -3.614 -3.760 -0.964
H -0.426 -0.080 -4.515
H 0.401 -1.137 -5.674
H 1.079 -0.893 -4.056
H -0.306 -4.210 -3.756
H 1.113 -3.185 -3.458
H 0.612 -3.549 -5.121
C 4.361 -2.707 3.124
C 3.197 -1.975 3.776
N 2.138 -1.599 2.841
C 1.158 -2.380 2.395
S -0.108 -1.785 1.374
N 1.095 -3.631 2.853
C 0.068 -4.629 2.558
C 0.693 -6.008 2.441
H 5.109 -2.954 3.877
H 4.830 -2.081 2.364
H 4.037 -3.631 2.643
H 3.541 -1.046 4.228
H 2.761 -2.567 4.585
H 2.187 -0.674 2.445
H 1.780 -3.902 3.542
H -0.424 -4.334 1.633
H -0.685 -4.618 3.349
H 1.441 -6.038 1.647
H -0.076 -6.744 2.212
H 1.172 -6.311 3.375
N 4.091 -1.421 -8.097
C 4.025 -0.879 -6.838
C 3.066 0.097 -6.533
C 2.953 0.590 -5.252
C 3.803 0.126 -4.250
C 4.781 -0.820 -4.546
C 4.890 -1.318 -5.828
S 3.546 0.648 -2.609
O 2.863 1.905 -2.660
O 4.789 0.512 -1.899
N 2.478 -0.438 -1.957
C 2.939 -1.568 -1.382
S 4.508 -2.278 -1.267
C 3.782 -3.613 -0.420
C 2.469 -3.408 -0.216
N 1.995 -2.227 -0.752
H 3.632 -0.936 -8.848
H 4.921 -1.923 -8.356
H 2.418 0.470 -7.317
H 2.225 1.356 -5.017
H 5.473 -1.140 -3.780
H 5.658 -2.045 -6.062
H 4.372 -4.465 -0.127
H 1.780 -4.086 0.261
```

Calculated values
Orbital gap (alpha / beta) = 6.06 / 5.54 eV
Energy = -160866.192 eV
Molecular weight = 1234.16 g mol⁻¹
Relative energy (zero: lowest compared OMol25 entry of this formula, charge and spin) = 1.439 eV
HOMO level (alpha / beta) = -9.638 / -9.696 eV
Net charge = +1

Record 3
Formula: C35H49BN8O6
Source: the Open Molecules 2025 dataset
Level of theory: wB97M-V/def2-TZVPD

Structure (XYZ):
```
99
Properties=species:S:1:pos:R:3
C -6.723 -0.002 -2.967
O -6.766 -1.254 -2.265
B -5.913 -1.365 -1.188
O -6.407 -1.460 0.076
C -4.344 -1.384 -1.428
O -3.611 -2.403 -0.713
C -2.309 -2.036 -0.744
O -1.376 -2.694 -0.442
O -2.202 -0.748 -1.171
C -3.503 -0.162 -1.044
C -3.788 0.326 0.376
C -2.701 1.115 1.133
O -2.075 0.222 2.053
C -1.633 1.850 0.299
N -0.372 1.113 0.212
H -7.049 0.809 -2.312
H -7.406 -0.084 -3.807
H -5.716 0.201 -3.342
H -7.358 -1.637 0.054
H -4.171 -1.534 -2.500
H -3.609 0.675 -1.734
H -4.040 -0.523 1.015
H -4.690 0.939 0.311
H -3.237 1.883 1.698
H -1.928 0.680 2.886
H -1.427 2.804 0.795
H -2.024 2.112 -0.692
H 0.003 1.150 -0.726
H -0.485 0.138 0.457
N -1.822 3.749 -3.176
C -2.600 4.526 -2.359
C -2.452 5.827 -2.753
C -1.553 5.836 -3.856
C -1.179 4.542 -4.091
H -1.733 2.752 -3.108
H -3.185 4.089 -1.568
H -2.932 6.680 -2.303
H -1.218 6.697 -4.410
H -0.517 4.120 -4.828
N 2.379 -1.978 3.432
C 3.123 -2.296 2.324
C 2.267 -2.404 1.261
C 0.956 -2.133 1.739
C 1.059 -1.876 3.080
H 2.741 -1.837 4.358
H 4.191 -2.423 2.387
H 2.547 -2.642 0.248
H 0.053 -2.121 1.155
H 0.308 -1.624 3.809
N 5.794 0.108 2.612
C 6.042 -0.411 1.373
C 7.343 -0.138 1.049
C 7.908 0.577 2.143
C 6.930 0.712 3.092
H 4.907 0.062 3.084
H 5.269 -0.924 0.827
H 7.838 -0.421 0.135
H 8.916 0.947 2.224
H 6.938 1.185 4.060
N 2.702 1.577 -1.490
C 2.358 1.379 -2.798
C 3.508 1.369 -3.542
C 4.590 1.568 -2.643
C 4.060 1.691 -1.386
H 2.058 1.632 -0.720
H 1.327 1.256 -3.087
H 3.569 1.232 -4.609
H 5.637 1.611 -2.891
H 4.533 1.845 -0.431
N -0.921 1.254 -6.138
C -0.178 0.724 -7.159
C -0.995 0.604 -8.250
C -2.281 1.080 -7.873
C -2.204 1.476 -6.565
H -0.573 1.447 -5.218
H 0.861 0.481 -7.021
H -0.705 0.219 -9.212
H -3.160 1.129 -8.493
H -2.945 1.898 -5.908
N -4.565 -3.165 2.271
C -3.364 -2.961 2.892
C -3.418 -3.572 4.118
C -4.703 -4.167 4.239
C -5.385 -3.898 3.082
H -4.811 -2.825 1.358
H -2.574 -2.409 2.410
H -2.623 -3.595 4.844
H -5.080 -4.731 5.076
H -6.380 -4.168 2.770
N 6.096 -1.418 5.540
C 6.854 -0.969 6.584
C 6.465 -1.644 7.710
C 5.433 -2.543 7.329
C 5.231 -2.382 5.983
H 6.167 -1.091 4.592
H 7.605 -0.211 6.437
H 6.878 -1.514 8.696
H 4.908 -3.235 7.966
H 4.563 -2.887 5.306
```

Calculated values
Orbital gap = 7.86 eV
Energy = -61972.192 eV
Molecular weight = 688.64 g mol⁻¹
HOMO level = -8.012 eV

Record 4
Formula: C35H49Cl2HfN2O2P3
Source: the Open Molecules 2025 dataset
Level of theory: wB97M-V/def2-TZVPD

Structure (XYZ):
```
94
Properties=species:S:1:pos:R:3
P 1.081 -4.180 -1.915
C -0.266 -5.301 -2.226
C -0.415 -5.902 -3.492
H 0.225 -5.576 -4.315
C -1.348 -6.922 -3.675
H -1.462 -7.364 -4.666
C -2.129 -7.369 -2.606
H -2.830 -8.189 -2.748
C -2.021 -6.745 -1.358
H -2.648 -7.080 -0.526
C -1.121 -5.694 -1.166
H -1.059 -5.174 -0.203
C 1.711 -3.496 -3.457
C 0.800 -2.889 -4.345
H -0.267 -2.954 -4.174
C 1.264 -2.191 -5.458
H 0.564 -1.705 -6.151
C 2.638 -2.094 -5.708
H 3.008 -1.491 -6.559
C 3.544 -2.753 -4.867
H 4.613 -2.692 -5.075
C 3.083 -3.469 -3.760
H 3.797 -4.018 -3.152
C 2.449 -4.970 -1.028
C 2.959 -6.168 -1.549
H 2.428 -6.671 -2.361
C 4.145 -6.689 -1.038
H 4.554 -7.599 -1.469
C 4.791 -6.052 0.033
H 5.725 -6.459 0.428
C 4.226 -4.922 0.623
H 4.700 -4.461 1.499
C 3.049 -4.387 0.112
H 2.592 -3.538 0.617
Hf -0.241 -0.427 -0.113
C 1.568 1.160 -0.613
C 2.595 0.749 -1.380
H 1.496 2.182 -0.190
C 2.679 -0.746 -1.659
O 4.003 -1.211 -1.257
H 3.977 -2.193 -1.166
C 1.631 -1.388 -0.876
H 2.481 -0.906 -2.750
C 0.785 -2.239 -0.377
Cl -1.149 1.830 0.491
Cl -2.205 -1.796 0.056
P -1.515 0.304 -2.396
C -3.178 0.922 -1.972
H -3.108 1.903 -1.491
H -3.640 0.230 -1.255
H -3.798 0.968 -2.875
C -0.645 1.601 -3.291
H 0.275 1.180 -3.720
H -0.355 2.396 -2.596
H -1.269 2.009 -4.094
C -1.917 -0.909 -3.679
H -2.028 -1.887 -3.202
H -1.114 -0.954 -4.420
H -2.861 -0.626 -4.161
P 3.849 1.757 -2.216
C 3.345 3.433 -1.956
C 3.785 1.318 -3.968
H 3.018 3.566 -0.924
H 2.543 3.702 -2.645
H 4.206 4.077 -2.148
H 4.182 0.301 -4.132
H 4.407 2.047 -4.513
H 2.746 1.383 -4.336
C 5.476 1.448 -1.543
H 5.546 1.912 -0.546
H 6.218 1.901 -2.218
H 5.639 0.363 -1.477
H 0.789 -3.037 0.485
C 2.784 -0.659 2.668
N 1.685 -0.259 3.544
C 1.924 -0.149 4.975
C 0.802 0.661 5.564
C -0.514 0.005 5.266
N -0.623 -0.197 3.833
C -1.934 -0.509 3.265
C 0.450 -0.286 3.052
O 0.281 -0.443 1.773
H 2.748 -1.742 2.456
H 3.743 -0.431 3.150
H 2.721 -0.113 1.721
H 1.937 -1.144 5.455
H 2.916 0.296 5.116
H 0.795 1.672 5.149
H 0.943 0.740 6.642
H -1.355 0.630 5.583
H -0.598 -0.955 5.798
H -1.986 -1.561 2.929
H -2.705 -0.342 4.028
H -2.132 0.129 2.388
```

Calculated values
Orbital gap (alpha / beta) = 5.13 / 5.16 eV
Energy = -98371.142 eV
Molecular weight = 872.11 g mol⁻¹
Relative energy (zero: lowest compared OMol25 entry of this formula, charge and spin) = 4.630 eV
HOMO level (alpha / beta) = -12.009 / -12.023 eV
Net charge = +2

Record 5
Formula: C35H49Cl3GeN2O3PSrTe
Source: the Open Molecules 2025 dataset
Level of theory: wB97M-V/def2-TZVPD

Structure (XYZ):
```
96
Properties=species:S:1:pos:R:3
Sr -0.410 -0.039 0.261
C 1.162 -2.830 2.879
C -0.362 -2.860 2.924
C -0.974 -2.946 1.510
C -0.954 -1.770 3.825
C -1.667 -2.235 4.923
C -2.223 -1.378 5.857
C -2.112 -0.018 5.664
C -1.444 0.511 4.562
C -1.525 2.025 4.344
C -0.749 2.813 5.404
C -2.996 2.472 4.298
C -0.806 -0.372 3.676
N -0.047 0.201 2.582
C 0.930 0.979 2.892
C 1.750 1.840 2.035
C 3.000 2.190 2.638
C 3.927 3.014 2.056
C 3.593 3.599 0.814
C 2.384 3.359 0.226
C 1.395 2.467 0.777
N 0.223 2.277 0.133
C -0.266 3.388 -0.630
C -0.451 3.345 -2.024
C -0.973 4.470 -2.669
C -1.283 5.630 -1.988
C -1.085 5.663 -0.619
C -0.601 4.558 0.071
C -0.482 4.656 1.589
C -1.836 4.988 2.226
C 0.578 5.671 2.026
C -0.125 2.166 -2.943
C 1.261 1.548 -2.763
C -1.229 1.099 -2.954
H 1.565 -3.677 2.304
H 1.588 -2.864 3.885
H 1.499 -1.914 2.413
H -0.636 -3.793 3.411
H -0.442 -2.323 0.782
H -2.036 -2.677 1.514
H -0.888 -3.965 1.128
H -1.776 -3.308 5.051
H -2.756 -1.773 6.714
H -2.583 0.661 6.368
H -1.092 2.267 3.375
H -1.171 2.645 6.400
H -0.801 3.887 5.195
H 0.308 2.524 5.438
H -3.497 2.277 5.251
H -3.553 1.947 3.521
H -3.065 3.544 4.101
H 1.242 0.993 3.940
H 3.202 1.794 3.632
H 4.860 3.246 2.559
H 4.299 4.263 0.324
H 2.141 3.834 -0.716
H -1.118 4.429 -3.746
H -1.672 6.494 -2.515
H -1.330 6.564 -0.065
H -0.183 3.683 1.972
H -2.176 5.987 1.930
H -1.750 4.982 3.319
H -2.603 4.266 1.930
H 0.308 6.679 1.691
H 1.564 5.430 1.614
H 0.662 5.693 3.119
H -0.127 2.594 -3.945
H 1.387 1.057 -1.805
H 2.039 2.314 -2.828
H 1.454 0.806 -3.549
H -1.232 0.490 -2.055
H -1.099 0.402 -3.787
H -2.221 1.542 -3.018
C 2.751 -4.527 -1.086
C 3.180 -3.147 -1.503
O 3.641 -2.411 -0.317
P 3.017 -1.020 0.026
O 1.521 -1.006 -0.125
Te 4.194 -0.640 2.099
O 3.522 0.036 -1.035
C 4.904 0.507 -1.180
C 4.975 1.263 -2.483
H 2.593 -5.150 -1.969
H 1.822 -4.492 -0.512
H 3.524 -4.988 -0.470
H 2.362 -2.605 -1.966
H 4.012 -3.171 -2.198
H 5.587 -0.341 -1.170
H 5.144 1.153 -0.339
H 4.724 0.616 -3.329
H 5.988 1.648 -2.627
H 4.279 2.106 -2.472
Cl -4.280 2.032 0.237
Ge -3.184 0.156 0.733
Cl -3.667 -1.128 -1.087
Cl -4.534 -0.774 2.243
```

Calculated values
Orbital gap (alpha / beta) = 7.13 / 4.53 eV
Energy = -157721.752 eV
Molecular weight = 970.95 g mol⁻¹
HOMO level (alpha / beta) = -7.443 / -7.383 eV
Spin multiplicity = 2

- Which formula does entry 1 have?
  C35H48N8O11S2